57
Properties=species:S:1:pos:R:3:forces:R:3:lowdin_charge:R:1 method="wB97M-V/def2-TZVPD" largest_force_ha_per_bohr=0.0436 lumo_energy_ev=2.409 homo_ev=-5.3 total_charge=-1
N 0.844852 0.594514 -0.739012 -1.421 -1.148 0.914 0.066
C 1.285566 -0.773797 -0.286583 0.552 0.362 -0.875 -0.376
C 1.718584 -0.720085 1.182133 -0.994 -0.063 0.579 -0.226
O 0.543458 -0.660616 1.970107 -1.190 0.471 0.986 -0.118
C 2.447981 -1.119717 -1.237941 0.413 1.028 1.036 -0.432
S 2.473592 -0.475081 -2.914069 1.625 0.329 0.099 0.400
S 0.885480 -0.642779 -3.966712 -0.848 -0.589 -1.054 0.098
H -0.110708 0.485271 -1.085364 0.415 0.041 -0.871 0.035
H 0.607664 1.121633 0.090992 0.445 0.201 0.532 0.033
H 0.561432 -1.671332 -0.342038 0.622 2.034 -0.083 0.127
H 2.270499 -1.610666 1.501534 0.123 0.307 -0.313 0.104
H 2.211845 0.186139 1.498799 1.104 0.096 -0.970 0.084
H 2.493913 -2.196599 -1.220064 0.914 -0.324 -0.524 0.061
H 3.399266 -0.575979 -0.955700 -0.674 -1.025 0.367 0.099
H -5.187222 0.008413 -1.737844 0.029 -0.059 0.081 0.014
H -3.036138 1.119290 0.242313 -0.232 -0.163 0.190 0.005
H -3.297307 2.240037 -0.678694 -0.728 -0.599 -0.004 0.045
O -3.716031 1.384396 -0.406688 1.040 1.553 0.046 -0.094
H 3.271568 -4.322790 1.128270 -0.949 -0.473 0.742 0.039
H 1.736560 -3.618470 0.837456 -0.084 -1.009 0.847 0.006
O 2.679461 -3.723926 0.687967 0.940 1.213 -1.633 -0.053
H -1.395446 -0.402586 0.125696 -0.139 0.195 -0.533 0.019
H -1.856577 -0.898523 -1.363416 0.153 0.998 -0.299 0.001
O -1.750807 -1.102104 -0.443536 -0.178 -1.581 1.291 -0.046
H -3.406584 -3.551146 -1.317029 0.265 0.138 0.318 0.042
H -2.308742 -4.037752 -0.278569 -1.211 -0.168 -1.100 0.031
O -2.714991 -4.209388 -1.165677 0.554 -0.020 0.834 -0.074
H -2.237637 3.169860 0.546013 0.667 -0.164 0.505 -0.015
H -1.386388 4.205219 -0.297822 0.048 -0.404 0.468 0.011
O -2.275927 3.900394 -0.079865 -0.743 0.542 -0.761 -0.076
H 0.753871 1.729023 3.134557 -0.483 0.472 0.459 0.020
H 0.334069 0.310760 2.202329 0.460 -1.550 -1.058 0.043
O 0.520330 2.007481 2.248545 0.575 0.408 -0.016 -0.294
H 2.293466 4.145581 -0.959201 0.031 -0.690 0.366 -0.010
H 3.808019 3.649945 -1.205700 -0.331 -0.345 0.640 0.023
O 3.082731 4.194128 -1.501749 0.171 0.895 -1.046 -0.059
H -2.015182 1.250390 2.341765 -0.323 -0.152 0.043 0.027
H -0.675709 2.088371 1.883565 -0.735 -1.856 0.047 0.025
O -1.679218 1.531578 1.488472 0.443 1.110 0.055 -0.234
H 0.074153 -4.505720 -0.529730 0.354 -0.483 0.362 0.083
H -0.795541 -3.366767 -0.364143 0.303 0.773 0.518 0.027
O -0.185149 -3.902412 0.179226 -0.409 0.144 -1.100 -0.065
H -1.207254 1.377686 -3.333186 0.144 -0.267 -0.604 0.040
H -3.691072 0.163539 -1.647564 -1.039 -0.705 -0.023 -0.013
O -4.390056 -0.500007 -1.908618 0.586 -0.002 -0.572 -0.127
H -0.318013 -3.761851 3.498025 -0.098 0.001 -0.212 0.032
H -0.785065 -4.021873 2.057209 0.208 0.016 -0.079 -0.012
O -0.637220 -4.452767 2.905941 -0.003 -0.062 0.453 -0.072
H 0.587522 3.158859 0.802997 0.060 0.253 0.170 0.006
H 1.275952 4.495467 0.788362 -0.096 0.167 0.174 0.044
O 0.526333 4.042809 0.391974 0.460 -0.093 -0.331 -0.059
H -1.603405 -0.180552 -3.444243 0.294 0.439 -0.657 -0.006
H 2.636510 0.866235 -2.610979 -0.402 -0.762 0.269 -0.035
O -1.469352 0.580005 -2.879403 -1.186 0.147 1.526 -0.138
H 2.542725 1.669652 2.398927 0.532 0.566 -0.779 -0.002
H 3.013324 3.041753 2.657268 0.171 0.287 -0.134 0.027
O 3.252015 2.286858 2.110698 -0.207 -0.432 0.713 -0.084